C31H45ClN4O7SSiW as an isolated structure, computed with ωB97M-V with the def2-TZVPD basis set.

Each line ends with the Mulliken charge.
Geometry (Å):
W: 0.45940 1.02492 -0.51058  1.506
C: -1.83573 -2.52059 -6.12689  -0.795
O: -2.43186 -1.22809 -6.18375  -0.453
C: -2.14213 -0.36137 -5.20939  0.958
C: -2.73382 0.91530 -5.34605  -1.122
C: -2.49548 1.85953 -4.40083  -1.102
C: -1.67248 1.61979 -3.26505  0.418
C: -1.48968 2.63655 -2.28388  1.129
C: -2.07093 4.01523 -2.40475  -1.816
O: -0.81576 2.48941 -1.22898  0.029
C: -1.07540 0.32503 -3.14728  -0.187
O: -0.30221 -0.03745 -2.16651  -0.157
C: -1.33373 -0.64544 -4.13230  -0.316
H: -2.16073 -3.03515 -7.02513  0.246
H: -2.17593 -3.06920 -5.24661  0.337
H: -0.74690 -2.44661 -6.11902  0.325
H: -3.36168 1.10754 -6.20440  0.458
H: -2.95465 2.82830 -4.52359  0.263
H: -2.84955 4.13144 -3.14800  0.502
H: -1.24750 4.69171 -2.64644  0.320
H: -2.44909 4.30768 -1.42623  0.267
H: -0.85768 -1.60630 -3.99948  0.469
O: -1.83868 -5.52252 2.81126  -0.666
S: -1.79464 -6.69890 1.96050  1.256
O: -1.69576 -7.96291 2.64871  -0.704
O: -2.72697 -6.65346 0.84338  -0.703
C: -0.21714 -6.52606 1.04725  0.015
N: 0.22998 -7.54115 0.30422  -0.489
C: 1.25193 -7.27865 -0.49546  -0.332
C: 1.82030 -6.01063 -0.62109  -0.619
C: 1.30581 -5.04655 0.22622  0.262
N: 0.32206 -5.32133 1.07396  -0.207
C: 1.60451 -3.59623 0.19178  1.054
C: 2.19245 -2.93099 -0.87240  -1.026
C: 2.06995 -1.55547 -0.95104  -0.564
N: 1.46605 -0.83577 0.00818  0.465
C: 1.07970 -1.47219 1.13398  -0.277
C: 1.12312 -2.82951 1.25301  -0.710
H: 1.62345 -8.10517 -1.09325  0.414
H: 2.61392 -5.82133 -1.33121  0.399
H: 2.63866 -3.46227 -1.70199  0.331
H: 2.40882 -1.00186 -1.81359  0.472
H: 0.70127 -0.84941 1.93007  0.298
H: 0.72492 -3.33023 2.12457  0.589
Cl: 2.11420 1.65940 -2.01466  -0.497
C: -3.86847 -1.90044 1.40466  -1.296
N: -2.72666 -1.27178 0.72711  0.188
C: -2.33423 -1.91039 -0.53285  -0.706
C: -2.03482 -0.28387 1.24452  0.435
C: -2.30661 0.20206 2.62813  -0.945
O: -1.06447 0.21539 0.58815  -0.863
H: -4.46730 -2.39833 0.64764  0.401
H: -4.49141 -1.15937 1.89477  0.474
H: -3.52432 -2.64758 2.12123  0.419
H: -3.07633 -1.68882 -1.30129  0.376
H: -2.29710 -2.98768 -0.36840  0.510
H: -1.36384 -1.55568 -0.85730  -0.152
H: -3.02076 -0.41020 3.16492  0.673
H: -2.64630 1.23723 2.59439  0.193
H: -1.36608 0.19228 3.17094  0.105
C: 1.77149 4.42928 0.00288  -1.339
Si: 1.60429 2.86119 1.05667  -0.052
C: 3.36704 2.43495 1.71335  2.339
C: 3.44676 1.03875 2.33640  -1.581
C: 4.36011 2.47960 0.54267  -1.870
C: 3.84541 3.45573 2.75561  -2.003
C: 0.41048 3.39739 2.48467  2.715
C: 0.74832 4.77611 3.07093  -1.850
C: -1.00999 3.50895 1.91030  -1.538
C: 0.43303 2.37445 3.62034  -1.599
H: 2.41938 5.15826 0.49950  0.320
H: 0.79252 4.89837 -0.13175  0.237
H: 2.18738 4.22950 -0.98374  0.366
H: 3.20137 0.26314 1.60862  0.191
H: 2.78575 0.92062 3.19901  0.247
H: 4.46981 0.84642 2.68125  0.541
H: 4.10816 1.76323 -0.24043  0.297
H: 5.36280 2.23259 0.91080  0.515
H: 4.41054 3.47172 0.08737  0.306
H: 3.29976 3.37275 3.69742  0.343
H: 3.76020 4.48585 2.40014  0.326
H: 4.90326 3.27453 2.98021  0.546
H: 0.79335 5.54642 2.29735  0.338
H: 1.69251 4.78472 3.61137  0.330
H: -0.03515 5.07322 3.77989  0.549
H: -1.07940 4.31841 1.17961  0.276
H: -1.72151 3.73359 2.71558  0.655
H: -1.33894 2.59814 1.40797  -0.255
H: 1.37287 2.41658 4.17563  0.293
H: 0.33139 1.35238 3.25131  -0.037
H: -0.37874 2.56129 4.33517  0.540

Cartesian forces (eV/Å) of the 6 atoms listed first:
W -0.292 -0.501 -0.224
C -0.035 -0.013 -0.025
O 0.039 -0.111 -0.085
C -0.030 0.048 0.042
C -0.027 0.056 -0.010
C -0.008 0.012 -0.037

As for the net charge: 0. Its LUMO energy (alpha / beta) is -0.065 / -0.057 hartree. The value obtained for the orbital gap (alpha / beta) is 5.990 / 6.193 eV. Its spin multiplicity is 3.

***

C27H67BFO19P4Tl as an isolated structure at a distorted geometry, computed with ωB97M-V with the def2-TZVPD basis set.

Each line ends with the Mulliken charge.
Geometry (Å):
Tl: -45.79788 3.89550 1.52313  0.988
B: -42.86664 7.43233 0.44258  -0.056
H: -42.08124 7.74418 -0.22834  0.076
H: -43.09484 8.33385 0.98978  0.089
H: -43.73197 7.16237 -0.14268  -0.103
H: -42.48754 6.69618 1.13441  -0.075
C: -38.67904 10.67913 3.12149  -0.268
C: -37.44604 11.09266 2.36523  0.279
O: -36.42882 10.90237 3.26606  -0.296
C: -36.91546 10.92306 4.49864  0.697
O: -36.20813 10.71755 5.50771  -0.538
O: -38.26867 10.86556 4.41864  -0.324
F: -37.38581 12.39011 1.93697  -0.278
H: -39.07277 9.66498 3.05368  0.250
H: -39.53532 11.32208 2.91779  0.256
H: -37.15765 10.50650 1.49268  0.243
C: -40.42691 2.52416 -5.22355  -1.039
C: -40.31886 2.87569 -3.72224  -0.248
O: -39.20588 2.17851 -3.20784  -0.275
P: -39.31498 1.18197 -1.85117  0.933
O: -40.23395 1.67432 -0.76941  -0.733
O: -37.83691 1.13721 -1.34933  -0.226
C: -36.73560 0.48861 -2.06528  -0.268
C: -35.60226 0.17516 -1.10666  -1.235
O: -39.47657 -0.25108 -2.58929  -0.298
C: -40.00827 -1.34038 -1.82658  -0.360
C: -38.81914 -2.23831 -1.38703  -0.586
H: -40.87182 1.52934 -5.20203  0.263
H: -41.15515 3.12261 -5.77094  0.385
H: -39.44194 2.40622 -5.67522  0.300
H: -40.03370 3.92686 -3.76501  0.261
H: -41.18736 2.86746 -3.06366  0.388
H: -37.13235 -0.34406 -2.64610  0.452
H: -36.49527 1.21009 -2.84619  0.328
H: -35.23705 0.97528 -0.46283  0.327
H: -36.05015 -0.54062 -0.41734  0.279
H: -34.81025 -0.49753 -1.43581  0.382
H: -40.51288 -0.91595 -0.95863  0.391
H: -40.60185 -1.92571 -2.52881  0.293
H: -38.48327 -2.90485 -2.18140  0.316
H: -37.93636 -1.61381 -1.24992  -0.166
H: -39.14814 -2.96144 -0.64074  0.375
C: -47.64401 12.15715 5.96418  -1.240
C: -48.03117 11.88961 4.49168  -0.093
O: -49.18959 11.17881 4.44602  -0.260
P: -49.63956 10.40588 3.05159  0.750
O: -49.07976 9.05664 2.78950  -0.701
O: -51.27883 10.20969 3.28804  -0.314
C: -52.08529 11.37036 3.60865  -0.072
C: -53.57282 11.17962 3.12296  -1.120
O: -49.38673 11.60244 1.91816  -0.178
C: -49.81432 11.49816 0.56184  -0.027
C: -50.23471 12.78372 0.03090  -1.263
H: -47.63828 11.17321 6.43312  0.324
H: -46.64542 12.59287 5.99714  0.378
H: -48.33634 12.87133 6.40998  0.324
H: -48.13765 12.84141 3.97127  0.259
H: -47.29655 11.21804 4.04736  0.339
H: -52.04491 11.70496 4.64524  0.340
H: -51.60036 12.22166 3.13092  0.258
H: -54.39250 11.24907 3.83808  0.342
H: -53.72733 11.81599 2.25160  0.252
H: -53.80336 10.16541 2.79689  0.324
H: -48.89743 11.42933 -0.02353  0.233
H: -50.52758 10.69697 0.36825  0.368
H: -49.54599 13.56752 0.34617  0.292
H: -50.50867 12.86128 -1.02126  0.410
H: -51.24555 12.96298 0.39720  0.285
C: -52.87199 7.39827 -6.57362  -1.104
C: -51.78324 8.18037 -5.83201  0.148
O: -51.27242 7.31285 -4.89483  -0.280
P: -49.96154 6.33146 -4.95582  0.778
O: -49.21191 6.17834 -3.68224  -0.692
O: -50.42488 4.94148 -5.52354  -0.256
C: -50.45768 4.57602 -6.84195  0.112
C: -51.23682 3.27931 -7.24077  -1.329
O: -49.05668 6.92519 -6.19946  -0.261
C: -48.07608 7.94680 -6.07094  -0.376
C: -48.44129 9.26882 -6.70689  -1.085
H: -52.87841 6.38564 -6.17034  0.254
H: -53.81041 7.88191 -6.30243  0.307
H: -52.55018 7.46386 -7.61296  0.345
H: -51.09125 8.58568 -6.57025  0.013
H: -52.14541 8.98729 -5.19498  0.345
H: -50.80442 5.34387 -7.53353  0.298
H: -49.47961 4.10151 -6.92139  0.289
H: -51.31225 2.95286 -8.27799  0.372
H: -50.82972 2.37629 -6.78585  0.330
H: -52.25802 3.32440 -6.86236  0.335
H: -47.67716 8.00151 -5.05805  0.373
H: -47.21422 7.43344 -6.49728  0.353
H: -47.60319 9.96456 -6.66617  0.398
H: -48.61229 9.14449 -7.77619  0.296
H: -49.29403 9.68411 -6.16981  0.299
C: -39.35796 0.91218 10.53820  -0.955
C: -40.02555 0.54387 9.14126  -0.222
O: -40.52870 1.60062 8.25913  -0.344
P: -39.87056 2.06051 6.82169  0.926
O: -40.84925 2.68221 5.95849  -0.697
O: -38.53595 2.99159 7.38943  -0.188
C: -38.93731 4.31726 7.72224  -0.203
C: -38.06141 5.02190 8.64730  -1.214
O: -39.17145 0.71941 6.31969  -0.287
C: -37.97971 0.87038 5.49530  -0.344
C: -36.77263 0.33450 6.31121  -1.101
H: -39.27961 1.99709 10.60843  0.214
H: -40.06453 0.79156 11.35938  0.333
H: -38.37314 0.50920 10.77449  0.326
H: -39.27184 -0.08721 8.67035  0.197
H: -40.82039 -0.20025 9.19233  0.453
H: -39.15750 4.65905 6.71090  0.398
H: -39.95405 4.30959 8.11504  0.346
H: -38.29803 4.63712 9.63930  0.269
H: -36.98294 4.96612 8.49941  0.335
H: -38.32917 6.07323 8.75267  0.377
H: -38.16810 0.38765 4.53635  0.440
H: -37.74407 1.91132 5.27389  0.305
H: -35.94064 0.61509 5.66533  0.379
H: -36.66623 0.77551 7.30233  0.272
H: -36.75029 -0.75077 6.41020  0.334

Cartesian forces (eV/Å) of the 6 atoms listed first:
Tl 0.056 0.115 -0.012
B -1.590 -3.693 0.059
H 2.782 3.452 -3.570
H 1.077 4.937 2.889
H -2.516 -2.099 -2.815
H 0.152 -2.717 3.471

As for the net charge: +2. Its LUMO energy is -0.448 hartree. The value obtained for the orbital gap is 1.237 eV.

***

A 2-piece molecular cluster, C2H2O3S overall at a distorted geometry, computed with ωB97M-V with the def2-TZVPD basis set.

Each line ends with the Mulliken charge.
Geometry (Å):
C: 0.96541 -0.20412 0.22440  -0.176
C: -0.16914 -0.11550 -0.14328  -0.002
O: 0.51596 -1.37417 -3.44894  -0.389
O: 0.67324 1.03516 -3.16802  -0.373
O: -1.36519 -0.01032 -0.66861  -0.523
S: -0.12381 -0.15317 -3.04441  0.707
H: 1.94519 -0.29812 0.58150  0.402
H: -1.99704 0.35177 -0.03362  0.353

Cartesian forces (eV/Å) of the 6 atoms listed first:
C -0.701 -0.004 -0.190
C 0.134 0.110 0.236
O -0.403 0.059 0.206
O -0.455 -0.036 0.170
O -0.374 -0.007 0.414
S 1.138 -0.055 -1.074

As for the net charge: 0. Its LUMO energy is -0.025 hartree. The value obtained for the orbital gap is 9.497 eV.

***

C34H40NO6PPdSi2Te as an isolated structure at a distorted geometry, computed with ωB97M-V with the def2-TZVPD basis set.

Each line ends with the Mulliken charge.
Geometry (Å):
Pd: 0.69042 0.90370 0.09599  0.410
O: 2.29005 4.58579 -1.80536  -0.428
C: 1.82683 3.56304 -1.11449  0.309
O: 1.75016 2.41810 -1.57137  -0.496
C: 1.41670 3.90450 0.27798  0.143
C: 1.50914 5.13754 0.89886  -0.543
C: 1.07624 5.22176 2.22226  -0.541
C: 0.57169 4.09758 2.86500  -0.568
C: 0.51830 2.91235 2.15643  0.702
N: 0.93953 2.84880 0.90305  0.203
C: -0.04151 1.59940 2.69631  -0.150
O: -0.63905 1.59137 3.74453  -0.620
O: 0.14643 0.54646 1.93481  -0.699
H: 2.53206 4.29707 -2.70011  0.432
H: 1.90298 5.99829 0.37776  0.599
H: 1.13726 6.16761 2.74216  0.489
H: 0.21838 4.11297 3.88647  0.615
O: -1.88378 4.20581 0.42858  -0.537
C: -2.59531 3.25254 0.49926  0.447
O: -2.07391 1.95123 0.31786  0.564
C: -4.04724 3.19012 0.75274  0.050
C: -4.85957 4.28458 0.98938  -0.740
C: -6.20682 4.04494 1.21838  -0.587
C: -6.71442 2.74979 1.21467  -0.697
C: -5.89534 1.65626 0.98112  -0.665
C: -4.54875 1.89334 0.74365  0.275
P: -3.18850 0.78754 0.42297  1.250
C: -2.93749 -0.33643 1.74503  0.836
C: -3.23730 0.08819 3.04175  -0.590
C: -2.98700 -0.75400 4.10904  -0.840
C: -2.45714 -2.01662 3.87639  -0.541
C: -2.16352 -2.43837 2.58208  -0.801
C: -2.39064 -1.59741 1.51235  -0.571
C: -3.21624 -0.02150 -1.15477  0.453
C: -4.07936 -1.10538 -1.33521  -0.139
C: -4.12974 -1.73447 -2.56693  -0.866
C: -3.31754 -1.29299 -3.60532  -0.564
C: -2.45815 -0.21799 -3.42187  -0.927
C: -2.40706 0.42801 -2.19518  -0.412
H: -4.45062 5.28522 0.99550  0.573
H: -6.87290 4.87587 1.40607  0.443
H: -7.76838 2.59288 1.40050  0.461
H: -6.30563 0.65466 0.99015  0.503
H: -3.64715 1.07439 3.22064  0.414
H: -3.20069 -0.42514 5.11610  0.464
H: -2.27224 -2.67982 4.71033  0.436
H: -1.76299 -3.42867 2.41606  0.553
H: -2.15562 -1.92062 0.49822  0.522
H: -4.70473 -1.46107 -0.52572  0.468
H: -4.80151 -2.56783 -2.71769  0.463
H: -3.36130 -1.78836 -4.56582  0.452
H: -1.83590 0.12695 -4.23653  0.487
H: -1.75184 1.28351 -2.05446  0.465
C: 1.74120 -5.66581 1.00310  -1.039
Si: 1.64062 -4.27158 -0.23257  0.058
C: 2.60007 -4.63134 -1.79803  -0.918
C: -0.13959 -3.80881 -0.60984  -0.384
C: 2.39779 -2.72240 0.59226  -1.103
Te: 2.25501 -1.03983 -0.66673  0.734
C: 4.17691 -0.22888 -0.36649  -0.821
Si: 5.34169 -0.51460 -1.87313  0.240
C: 6.03494 -2.24730 -1.68366  -0.950
C: 6.65057 0.81384 -1.77975  -1.053
C: 4.32429 -0.35172 -3.44202  -1.001
H: 1.33220 -6.58580 0.58037  0.351
H: 1.17956 -5.44095 1.91167  0.326
H: 2.77330 -5.87214 1.29217  0.340
H: 2.06891 -5.36079 -2.41224  0.405
H: 3.58451 -5.04569 -1.57532  0.317
H: 2.74639 -3.74357 -2.42068  0.222
H: -0.68707 -4.67804 -0.97912  0.483
H: -0.23046 -3.02319 -1.36752  0.295
H: -0.63579 -3.46311 0.29860  -0.413
H: 3.46550 -2.82955 0.79787  0.600
H: 1.89211 -2.45485 1.52279  0.575
H: 4.56136 -0.71596 0.53228  0.616
H: 4.03332 0.83200 -0.14765  0.220
H: 6.17822 -2.51556 -0.63431  0.339
H: 7.01135 -2.32524 -2.16474  0.387
H: 5.38990 -2.99972 -2.14042  0.246
H: 7.22764 0.75946 -0.85494  0.339
H: 6.21427 1.81271 -1.84336  0.301
H: 7.35131 0.70586 -2.60997  0.344
H: 3.60665 0.47642 -3.38293  0.261
H: 3.77114 -1.26230 -3.67837  0.332
H: 4.98285 -0.14706 -4.28692  0.393

Cartesian forces (eV/Å) of the 6 atoms listed first:
Pd 1.622 1.228 -0.162
O -0.109 -0.225 0.178
C 0.119 -0.395 -0.551
O -0.284 0.472 0.523
C 0.198 0.187 -0.424
C -0.024 -0.061 0.135

As for the net charge: +2. Its LUMO energy (alpha / beta) is -0.256 / -0.238 hartree. The value obtained for the orbital gap (alpha / beta) is 6.495 / 6.972 eV.